1.
Molecular formula: H3N3O2P
Method: DFT, the ωB97M-V functional and the def2-TZVPD basis

The geometry in XYZ format:
```
9
Properties=species:S:1:pos:R:3:nbo_charge:R:1
N 0.89 0.89 -1.38 -0.471
N 1.17 1.11 -0.21 -0.373
N -1.06 -0.96 -0.16 -1.195
O 0.62 -1.03 1.90 -1.145
O -1.29 0.71 1.86 -1.125
P -0.34 -0.18 1.19 2.299
H 1.38 1.49 -2.13 0.230
H -0.90 -0.27 -0.89 0.402
H -0.47 -1.77 -0.19 0.379
```

The energy above the lowest of the compared OMol25 structures with the same formula, charge and spin is 1.852 eV. As for the charge: -1. For the total energy, the calculation gives -17904.2885 eV. As for the LUMO energy: 4.6 eV. Its maximum force is 2.10 eV/A. For the gap between HOMO and LUMO, the calculation gives 7.47 eV.



2.
Molecular formula: H3N3O2P
Method: DFT, the ωB97M-V functional and the def2-TZVPD basis

The geometry in XYZ format:
```
9
Properties=species:S:1:pos:R:3:nbo_charge:R:1
N 2.17 1.07 0.43 -0.472
N 2.11 -0.09 0.02 0.004
N 0.99 -0.72 -0.25 -0.635
O -3.24 -0.90 0.41 -1.142
O -1.47 0.51 -0.44 -1.197
P -2.99 0.37 -0.34 1.381
H 1.22 1.66 0.54 0.267
H 0.10 -0.20 -0.14 0.427
H 1.12 -1.70 -0.23 0.368
```

The energy above the lowest of the compared OMol25 structures with the same formula, charge and spin is 2.154 eV. As for the charge: -1. For the total energy, the calculation gives -17903.9863 eV. As for the LUMO energy: 4.7 eV. Its maximum force is 3.17 eV/A. For the gap between HOMO and LUMO, the calculation gives 9.36 eV.



3.
Molecular formula: H3N3O2S
Method: DFT, the ωB97M-V functional and the def2-TZVPD basis

The geometry in XYZ format:
```
9
Properties=species:S:1:pos:R:3:mulliken_spin:R:1
N -0.06 -1.32 0.35 0.379
N -0.89 -0.41 0.70 0.499
N -2.15 -0.54 0.07 0.008
O -2.14 -1.24 -0.89 0.050
O -3.00 0.16 0.52 0.099
S -0.69 2.08 -0.70 1.006
H 0.95 -1.20 0.58 -0.012
H -0.38 -2.09 -0.09 -0.007
H -1.95 2.59 -0.35 -0.022
```

The energy above the lowest of the compared OMol25 structures with the same formula, charge and spin is 0.351 eV. Its spin multiplicity is 3. Its expectation value of S² is 2.007. For the total energy, the calculation gives -19442.2484 eV. As for the LUMO energy (spin up / spin down): 0.7 / -2.1 eV. Its maximum force is 4.00 eV/A. For the gap between HOMO and LUMO (spin up / spin down), the calculation gives 9.59 / 7.26 eV.



4.
Molecular formula: H3N3O3
Method: DFT, the ωB97M-V functional and the def2-TZVPD basis

The geometry in XYZ format:
```
9
Properties=species:S:1:pos:R:3:nbo_charge:R:1
N -1.28 0.54 0.04 -0.619
N 0.05 -0.28 0.36 0.090
O -0.03 -1.59 -0.04 -0.545
N 1.23 0.41 0.11 0.616
O 1.05 1.61 0.05 -0.424
O 2.24 -0.21 0.02 -0.343
H -0.88 1.44 -0.14 0.382
H -1.58 0.17 -0.77 0.337
H -0.79 -2.09 0.36 0.506
```

The energy above the lowest of the compared OMol25 structures with the same formula, charge and spin is 5.228 eV. As for the SMILES: NN(O)[N+](=O)[O-]. For the total energy, the calculation gives -10654.5672 eV. As for the LUMO energy: 0.3 eV. Its maximum force is 5.32 eV/A. For the gap between HOMO and LUMO, the calculation gives 10.33 eV.



5.
Molecular formula: H3N3O3
Method: DFT, the ωB97M-V functional and the def2-TZVPD basis

The geometry in XYZ format:
```
9
Properties=species:S:1:pos:R:3:nbo_charge:R:1
N -0.18 0.27 -1.03 -0.550
N -0.73 -0.24 0.05 0.104
N -1.83 0.25 0.67 0.611
O -2.49 1.02 0.03 -0.380
O -2.10 -0.26 1.73 -0.387
O 0.28 -0.71 1.39 -0.651
H 0.09 1.20 -0.87 0.365
H 0.47 -0.33 -1.51 0.406
H -0.21 -1.23 2.02 0.482
```

The energy above the lowest of the compared OMol25 structures with the same formula, charge and spin is 5.576 eV. For the total energy, the calculation gives -10654.2190 eV. As for the LUMO energy: -0.5 eV. Its maximum force is 5.71 eV/A. For the gap between HOMO and LUMO, the calculation gives 9.77 eV.



6.
Molecular formula: H3N4O
Method: DFT, the ωB97M-V functional and the def2-TZVPD basis

The geometry in XYZ format:
```
8
Properties=species:S:1:pos:R:3:nbo_charge:R:1
N 0.96 -0.50 -0.04 -0.411
N 1.75 0.08 1.28 -0.406
N -1.97 -0.25 -0.05 -1.117
N 2.04 0.12 0.04 0.384
O 2.86 0.70 -0.66 -0.547
H -2.57 0.42 0.27 0.335
H -2.06 -0.53 -1.03 0.353
H -1.00 -0.05 0.19 0.409
```

The energy above the lowest of the compared OMol25 structures with the same formula, charge and spin is 1.522 eV. As for the charge: -1. For the total energy, the calculation gives -8051.8411 eV. As for the LUMO energy: 4.7 eV. Its maximum force is 3.28 eV/A. For the gap between HOMO and LUMO, the calculation gives 6.94 eV.



7.
Molecular formula: H3N4P
Method: DFT, the ωB97M-V functional and the def2-TZVPD basis

The geometry in XYZ format:
```
8
Properties=species:S:1:pos:R:3:mulliken_spin:R:1
N -3.07 1.05 0.38 0.008
N -2.10 0.29 0.58 0.013
N 2.11 -0.58 0.58 1.465
N 2.30 -0.62 -0.58 0.333
P -1.08 -0.84 0.49 0.000
H -2.94 1.89 0.95 0.002
H 1.77 0.04 -1.17 0.080
H 3.00 -1.23 -1.22 0.099
```

The energy above the lowest of the compared OMol25 structures with the same formula, charge and spin is 0.000 eV. Its spin multiplicity is 3. Its expectation value of S² is 2.007. For the total energy, the calculation gives -15291.1707 eV. As for the LUMO energy (spin up / spin down): -0.1 / -0.5 eV. Its maximum force is 12.57 eV/A. For the gap between HOMO and LUMO (spin up / spin down), the calculation gives 6.71 / 7.65 eV.



8.
Molecular formula: H3NO2S
Method: DFT, the ωB97M-V functional and the def2-TZVPD basis

The geometry in XYZ format:
```
7
Properties=species:S:1:pos:R:3:nbo_charge:R:1
N 0.90 0.45 0.19 -1.073
O -0.58 1.46 1.91 -0.868
O -0.93 2.30 -0.46 -0.861
S -0.59 1.26 0.48 2.006
H 1.36 0.33 -0.81 0.434
H 1.03 -0.30 0.89 0.418
H -2.29 -0.34 -0.50 -0.056
```

The energy above the lowest of the compared OMol25 structures with the same formula, charge and spin is 4.251 eV. For the total energy, the calculation gives -16464.4303 eV. As for the LUMO energy (spin up / spin down): -1.6 / -0.9 eV. Its maximum force is 3.40 eV/A. For the gap between HOMO and LUMO (spin up / spin down), the calculation gives 9.31 / 8.61 eV.



9.
Molecular formula: H3NO2S2
Method: DFT, the ωB97M-V functional and the def2-TZVPD basis

The geometry in XYZ format:
```
8
Properties=species:S:1:pos:R:3:nbo_charge:R:1
N -1.26 0.41 -0.34 -0.368
O 1.40 0.21 -0.16 -0.873
O -2.03 0.89 0.65 -0.732
S 2.59 -2.13 0.85 -0.184
S 2.41 -0.21 0.85 1.059
H -1.35 1.00 -1.19 0.351
H -1.55 -0.56 -0.55 0.352
H -0.21 0.39 -0.10 0.394
```

The energy above the lowest of the compared OMol25 structures with the same formula, charge and spin is 1.971 eV. For the total energy, the calculation gives -27300.4765 eV. As for the LUMO energy: -2.9 eV. Its maximum force is 2.45 eV/A. For the gap between HOMO and LUMO, the calculation gives 5.19 eV.



10.
Molecular formula: H3NO2Si
Method: DFT, the ωB97M-V functional and the def2-TZVPD basis

The geometry in XYZ format:
```
7
Properties=species:S:1:pos:R:3:nbo_charge:R:1
O -2.53 -1.32 0.01 -0.536
N -2.00 0.18 0.01 0.160
O -2.77 1.07 -0.02 -0.209
Si -0.22 0.00 0.03 1.006
H 0.12 -0.63 -1.23 -0.125
H 0.19 1.41 0.08 -0.172
H 0.08 -0.72 1.26 -0.123
```

The energy above the lowest of the compared OMol25 structures with the same formula, charge and spin is 2.049 eV. As for the SMILES: O=[N+]([O-])[SiH3]. For the total energy, the calculation gives -13506.2324 eV. As for the LUMO energy (spin up / spin down): -1.3 / -1.4 eV. Its maximum force is 7.98 eV/A. For the gap between HOMO and LUMO (spin up / spin down), the calculation gives 9.20 / 8.99 eV.



11.
Molecular formula: H3NO2Si
Method: DFT, the ωB97M-V functional and the def2-TZVPD basis

The geometry in XYZ format:
```
7
Properties=species:S:1:pos:R:3:nbo_charge:R:1
N -2.28 0.61 0.27 0.442
O -3.17 -0.02 -0.01 -0.078
O -0.44 -0.72 -0.01 -0.933
Si 1.01 -0.11 0.11 1.175
H 1.56 0.69 1.22 -0.205
H 2.05 -1.22 -0.50 -0.163
H 1.27 0.78 -1.06 -0.238
```

The energy above the lowest of the compared OMol25 structures with the same formula, charge and spin is 1.461 eV. For the total energy, the calculation gives -13506.8208 eV. As for the LUMO energy (spin up / spin down): -1.4 / -2.4 eV. Its maximum force is 4.25 eV/A. For the gap between HOMO and LUMO (spin up / spin down), the calculation gives 8.54 / 6.75 eV.



12.
Molecular formula: H3NO3Si
Method: DFT, the ωB97M-V functional and the def2-TZVPD basis

The geometry in XYZ format:
```
8
Properties=species:S:1:pos:R:3:nbo_charge:R:1
O -1.55 0.65 -1.01 -0.381
N -1.70 -0.03 -0.04 0.740
O -2.73 -0.32 0.51 -0.335
O -0.41 -0.27 0.59 -0.720
Si 1.46 0.01 0.04 1.130
H 1.97 0.92 1.06 -0.151
H 1.47 -1.43 0.24 -0.140
H 1.49 0.47 -1.39 -0.143
```

The energy above the lowest of the compared OMol25 structures with the same formula, charge and spin is 3.255 eV. As for the SMILES: O=[N+]([O-])O[SiH3]. For the total energy, the calculation gives -15553.8754 eV. As for the LUMO energy: -0.3 eV. Its maximum force is 4.18 eV/A. For the gap between HOMO and LUMO, the calculation gives 10.51 eV.



13.
Molecular formula: H3NOPS
Method: DFT, the ωB97M-V functional and the def2-TZVPD basis

The geometry in XYZ format:
```
7
Properties=species:S:1:pos:R:3:nbo_charge:R:1
N -2.95 0.49 0.19 -0.027
O -3.69 -0.43 0.62 -0.279
P 1.62 -0.10 0.12 0.087
S 2.42 1.53 -0.74 -0.901
H -1.95 0.20 -0.01 0.296
H 1.82 -1.02 -0.90 -0.089
H 2.74 -0.67 0.73 -0.087
```

The energy above the lowest of the compared OMol25 structures with the same formula, charge and spin is 2.658 eV. As for the charge: -1. For the total energy, the calculation gives -23708.3621 eV. As for the LUMO energy: 2.0 eV. Its maximum force is 4.34 eV/A. For the gap between HOMO and LUMO, the calculation gives 4.56 eV.



14.
Molecular formula: H3NOPS
Method: DFT, the ωB97M-V functional and the def2-TZVPD basis

The geometry in XYZ format:
```
7
Properties=species:S:1:pos:R:3:nbo_charge:R:1
N 0.07 -0.74 -1.18 -0.251
O 1.13 -0.52 -1.86 -0.518
P -0.67 1.14 1.15 -0.182
S -0.47 -2.15 -0.76 -0.163
H -0.56 -0.36 1.12 0.050
H -0.08 0.96 -0.22 0.094
H 0.58 1.68 1.75 -0.030
```

The energy above the lowest of the compared OMol25 structures with the same formula, charge and spin is 3.078 eV. As for the charge: -1. For the total energy, the calculation gives -23707.9422 eV. As for the LUMO energy: 4.2 eV. Its maximum force is 4.24 eV/A. For the gap between HOMO and LUMO, the calculation gives 6.95 eV.



15.
Molecular formula: H3NP2S
Method: DFT, the ωB97M-V functional and the def2-TZVPD basis

The geometry in XYZ format:
```
7
Properties=species:S:1:pos:R:3:nbo_charge:R:1
N -0.79 -0.25 -0.18 -1.122
P -1.85 0.98 -0.09 0.775
P 1.05 -0.67 -0.43 0.572
S 2.40 0.59 0.27 -0.586
H -1.19 -1.19 -0.51 0.420
H -0.74 1.96 0.15 -0.033
H 1.13 -1.41 0.79 -0.025
```

The energy above the lowest of the compared OMol25 structures with the same formula, charge and spin is 2.339 eV. For the total energy, the calculation gives -30949.4390 eV. As for the LUMO energy (spin up / spin down): -2.2 / -1.9 eV. Its maximum force is 2.42 eV/A. For the gap between HOMO and LUMO (spin up / spin down), the calculation gives 5.10 / 5.74 eV.